## P
A molecular structure, BrF2NS. Source: the Open Molecules 2025 dataset; level of theory: ωB97M-V/def2-TZVPD.

Output
* Kohn-Sham gap: 9.58 eV
* HOMO energy: -10.2654 eV
* E_LUMO: -0.69 eV

```
! wB97M-V def2-TZVPD RIJCOSX def2/J DEFGRID3
* xyz 0 1
N -0.57 -0.88 -0.22
F 1.16 0.58 -1.23
F 1.56 0.51 1.00
S 0.13 0.58 -0.04
Br -2.28 -0.79 0.50
*
```

## Q
2 unconnected molecules or ions with the total composition BrF2NS. Source: the Open Molecules 2025 dataset; level of theory: ωB97M-V/def2-TZVPD.

Output
* Kohn-Sham gap (alpha / beta): 8.20 / 8.07 eV
* HOMO energy (alpha / beta): -9.3209 / -9.1745 eV
* E_LUMO (alpha / beta): -1.13 / -1.11 eV

```
! wB97M-V def2-TZVPD RIJCOSX def2/J DEFGRID3
* xyz 0 1
N 1.35 0.82 0.32
F -2.07 0.47 -0.33
F -0.89 -1.63 -0.65
S -1.30 -0.64 0.57
Br 2.59 -0.32 0.19
*
```

Most stable structure, least stable structure: P, Q.

## P
2 unconnected molecules or ions with the total composition CH5NO3S. Source: the Open Molecules 2025 dataset; level of theory: ωB97M-V/def2-TZVPD.

Output
* Kohn-Sham gap: 8.30 eV
* HOMO energy: -9.9049 eV
* E_LUMO: -1.61 eV

```
! wB97M-V def2-TZVPD RIJCOSX def2/J DEFGRID3
* xyz 0 1
C 0.19 -0.06 0.24
N -0.70 -0.42 -0.83
O -1.89 -4.49 -0.86
O 0.83 -1.15 0.90
O 0.20 -4.06 -1.98
S -0.44 -4.68 -0.88
H -0.19 0.71 1.00
H 1.03 0.50 -0.35
H -0.07 -1.03 -1.55
H -1.54 -0.90 -0.47
H 0.17 -1.90 0.92
*
```

## Q
2 unconnected molecules or ions with the total composition CH5NO3S. Source: the Open Molecules 2025 dataset; level of theory: ωB97M-V/def2-TZVPD.

Output
* Kohn-Sham gap: 10.27 eV
* SMILES: O=C(O)NS.O
* HOMO energy: -9.7535 eV
* E_LUMO: 0.52 eV

```
! wB97M-V def2-TZVPD RIJCOSX def2/J DEFGRID3
* xyz 0 1
O -0.16 0.96 0.22
C -0.28 -0.07 -0.41
O 0.71 -0.69 -1.01
N -1.47 -0.76 -0.47
S -2.99 -0.11 -0.13
H 1.61 -0.32 -0.94
H -1.27 -1.83 -0.60
H -2.80 0.18 1.14
O 2.46 0.55 0.71
H 1.43 0.71 1.00
H 2.75 1.39 0.49
*
```

Most stable structure, least stable structure: Q, P.

## P
2 unconnected molecules or ions with the total composition C5H14S. Source: the Open Molecules 2025 dataset; level of theory: ωB97M-V/def2-TZVPD.

Output
* Kohn-Sham gap: 9.36 eV
* SMILES: CCSC.CC
* HOMO energy: -8.3925 eV
* E_LUMO: 0.97 eV

```
! wB97M-V def2-TZVPD RIJCOSX def2/J DEFGRID3
* xyz 0 1
C -0.31 1.84 2.07
C 0.43 1.45 0.82
S 1.25 -0.17 1.03
C 2.26 -0.23 -0.48
H -1.37 1.62 1.96
H -0.32 2.93 2.41
H 0.08 1.27 2.95
H -0.12 1.39 -0.25
H 1.24 2.19 0.54
H 2.64 0.68 -0.93
H 3.10 -0.86 -0.14
H 1.86 -0.87 -1.30
C -1.96 -0.75 -1.61
C -2.65 -1.89 -2.41
H -2.81 -0.17 -1.22
H -1.35 -1.15 -0.78
H -1.30 -0.20 -2.31
H -2.67 -1.58 -3.51
H -3.65 -2.08 -1.94
H -2.01 -2.81 -2.49
*
```

## Q
2 unconnected molecules or ions with the total composition C5H14S. Source: the Open Molecules 2025 dataset; level of theory: ωB97M-V/def2-TZVPD.

Output
* Kohn-Sham gap: 9.91 eV
* SMILES: CCC.CCS
* HOMO energy: -8.9559 eV
* E_LUMO: 0.95 eV

```
! wB97M-V def2-TZVPD RIJCOSX def2/J DEFGRID3
* xyz 0 1
C -2.52 -0.31 1.34
C -2.28 -1.16 0.09
C -1.00 -0.79 -0.67
H -2.25 0.74 1.27
H -3.56 -0.35 1.63
H -1.98 -0.71 2.21
H -2.32 -2.21 0.38
H -3.09 -0.98 -0.61
H -0.89 -1.45 -1.53
H -0.09 -0.78 -0.06
H -1.16 0.23 -1.03
C 2.40 0.42 -1.27
C 2.15 1.35 -0.07
S 2.11 0.96 1.71
H 2.71 -0.60 -1.07
H 1.56 0.55 -1.93
H 3.22 0.94 -1.79
H 1.13 1.76 -0.16
H 2.72 2.27 -0.15
H 3.16 0.12 1.74
*
```

## R
2 unconnected molecules or ions with the total composition C5H14S. Source: the Open Molecules 2025 dataset; level of theory: ωB97M-V/def2-TZVPD.

Output
* Kohn-Sham gap: 9.28 eV
* SMILES: CCSC.CC
* HOMO energy: -8.3522 eV
* E_LUMO: 0.93 eV

```
! wB97M-V def2-TZVPD RIJCOSX def2/J DEFGRID3
* xyz 0 1
C -1.37 2.29 0.54
C -1.17 1.43 -0.71
S -2.05 -0.17 -0.79
C -2.37 -0.68 0.92
H -0.84 3.23 0.43
H -1.09 1.76 1.44
H -2.44 2.49 0.70
H -1.54 1.94 -1.58
H -0.10 1.24 -0.80
H -1.93 0.03 1.61
H -3.44 -0.72 1.07
H -1.99 -1.68 1.09
C 1.80 -1.35 -0.72
C 3.26 -1.44 -0.25
H 1.18 -2.00 -0.10
H 1.46 -0.32 -0.67
H 1.70 -1.61 -1.76
H 3.42 -0.81 0.61
H 3.94 -1.18 -1.06
H 3.56 -2.45 0.03
*
```

Most stable structure, least stable structure: R, P.

## P
2 unconnected molecules or ions with the total composition C5H14S. Source: the Open Molecules 2025 dataset; level of theory: ωB97M-V/def2-TZVPD.

Output
* Kohn-Sham gap: 9.95 eV
* SMILES: CCC.CCS
* HOMO energy: -8.9546 eV
* E_LUMO: 1.00 eV

```
! wB97M-V def2-TZVPD RIJCOSX def2/J DEFGRID3
* xyz 0 1
C -2.18 1.27 0.12
C -1.45 1.59 1.43
C -0.22 0.67 1.60
H -2.74 0.35 0.16
H -2.95 2.03 -0.07
H -1.50 1.33 -0.73
H -1.08 2.59 1.29
H -2.13 1.44 2.27
H -0.26 0.04 2.48
H -0.17 0.03 0.72
H 0.75 1.17 1.68
C 1.31 -0.80 -1.91
C 1.68 -2.11 -1.23
S 2.54 -1.79 0.36
H 0.90 -0.93 -2.92
H 2.14 -0.09 -1.88
H 0.44 -0.45 -1.34
H 0.83 -2.76 -1.05
H 2.39 -2.74 -1.77
H 1.70 -0.85 0.80
*
```

## Q
2 unconnected molecules or ions with the total composition C5H14S. Source: the Open Molecules 2025 dataset; level of theory: ωB97M-V/def2-TZVPD.

Output
* Kohn-Sham gap: 9.43 eV
* SMILES: CCSC.CC
* HOMO energy: -8.4646 eV
* E_LUMO: 0.96 eV

```
! wB97M-V def2-TZVPD RIJCOSX def2/J DEFGRID3
* xyz 0 1
C 0.34 0.85 -1.18
C 1.57 0.20 -1.74
S 1.60 -1.62 -1.49
C 1.88 -2.18 0.22
H 0.32 1.94 -0.97
H -0.10 0.36 -0.27
H -0.46 0.88 -1.93
H 1.68 0.50 -2.79
H 2.46 0.60 -1.24
H 2.63 -2.95 0.00
H 2.43 -1.44 0.77
H 0.99 -2.39 0.79
C -1.99 -0.12 1.08
C -1.86 1.37 1.39
H -1.06 -0.65 0.76
H -2.42 -0.53 2.00
H -2.62 -0.29 0.20
H -0.88 1.83 1.20
H -2.09 1.59 2.43
H -2.44 2.07 0.76
*
```

Most stable structure, least stable structure: P, Q.

## P
C5H4N2 in the gas phase. Source: the Open Molecules 2025 dataset; level of theory: ωB97M-V/def2-TZVPD.

Output
* Kohn-Sham gap: 10.79 eV
* SMILES: C#C[C@H]1N[C@H]1C#N
* HOMO energy: -9.9710 eV
* E_LUMO: 0.82 eV

```
! wB97M-V def2-TZVPD RIJCOSX def2/J DEFGRID3
* xyz 0 1
C 1.25 1.19 1.77
C 0.95 0.43 0.88
C 0.59 -0.62 -0.09
N -0.59 -1.39 0.18
C -0.67 -0.59 -1.01
C -1.16 0.75 -1.23
N -1.38 1.84 -1.54
H 1.52 1.90 2.53
H 1.45 -1.12 -0.52
H -1.11 -1.12 1.00
H -0.89 -1.24 -1.87
*
```

## Q
C5H4N2 in the gas phase. Source: the Open Molecules 2025 dataset; level of theory: ωB97M-V/def2-TZVPD.

Output
* Kohn-Sham gap: 9.46 eV
* SMILES: [H]/N=N/C=C=CC#C
* HOMO energy: -9.3453 eV
* E_LUMO: 0.12 eV

```
! wB97M-V def2-TZVPD RIJCOSX def2/J DEFGRID3
* xyz 0 1
H 0.36 3.39 -0.49
N 0.31 2.49 0.00
N 1.42 1.95 -0.19
C 1.48 0.65 0.40
C 0.40 -0.06 0.59
C -0.73 -0.71 0.68
C -1.10 -1.68 -0.29
C -1.44 -2.53 -1.08
H 2.47 0.27 0.64
H -1.39 -0.53 1.53
H -1.79 -3.25 -1.79
*
```

## R
C5H4N2 in the gas phase. Source: the Open Molecules 2025 dataset; level of theory: ωB97M-V/def2-TZVPD.

Output
* Kohn-Sham gap: 10.06 eV
* SMILES: C#Cc1ccn[nH]1
* HOMO energy: -9.0835 eV
* E_LUMO: 0.98 eV

```
! wB97M-V def2-TZVPD RIJCOSX def2/J DEFGRID3
* xyz 0 1
C 2.81 -0.27 0.15
C 1.62 -0.13 0.06
C 0.20 0.02 0.02
C -0.74 -0.85 -0.46
C -1.98 -0.22 -0.17
N -1.79 0.97 0.38
N -0.47 1.10 0.48
H 3.87 -0.39 0.23
H -0.47 -1.62 -1.16
H -3.00 -0.57 -0.33
H -0.06 1.96 0.80
*
```

## S
C5H4N2 in the gas phase. Source: the Open Molecules 2025 dataset; level of theory: ωB97M-V/def2-TZVPD.

Output
* Kohn-Sham gap: 10.96 eV
* SMILES: C#C[C@H]1N[C@H]1C#N
* HOMO energy: -10.0616 eV
* E_LUMO: 0.90 eV

```
! wB97M-V def2-TZVPD RIJCOSX def2/J DEFGRID3
* xyz 0 1
C 2.17 0.81 0.57
C 1.32 0.07 0.13
C 0.31 -0.82 -0.37
N -0.77 -1.28 0.50
C -1.09 -0.33 -0.56
C -1.40 1.05 -0.23
N -1.67 2.14 0.05
H 2.91 1.47 0.96
H 0.66 -1.58 -1.07
H -0.72 -0.81 1.40
H -1.69 -0.73 -1.38
*
```

Most stable structure, least stable structure: R, Q.

## P
C2HN5O in the gas phase. Source: the Open Molecules 2025 dataset; level of theory: ωB97M-V/def2-TZVPD.

Output
* Kohn-Sham gap: 7.99 eV
* SMILES: O=c1ncnnnn1
* HOMO energy: -10.2975 eV
* E_LUMO: -2.30 eV

```
! wB97M-V def2-TZVPD RIJCOSX def2/J DEFGRID3
* xyz 0 1
O -2.18 -0.67 0.72
C -1.23 -0.43 -0.02
N -0.92 0.79 -0.39
C 0.32 1.09 -0.19
N 1.22 0.43 0.55
N 1.44 -0.80 0.63
N 0.91 -1.46 -0.29
N -0.21 -1.16 -0.74
H 0.67 2.21 -0.29
*
```

## Q
C2HN5O in the gas phase. Source: the Open Molecules 2025 dataset; level of theory: ωB97M-V/def2-TZVPD.

Output
* Kohn-Sham gap: 8.16 eV
* SMILES: O=c1nncnnn1
* HOMO energy: -10.7516 eV
* E_LUMO: -2.59 eV

```
! wB97M-V def2-TZVPD RIJCOSX def2/J DEFGRID3
* xyz 0 1
O -2.48 -0.27 0.44
C -1.24 -0.23 0.05
N -0.86 0.75 -0.79
N 0.30 1.29 -0.52
C 1.13 0.64 0.30
N 1.42 -0.70 0.42
N 0.78 -1.50 -0.52
N -0.52 -1.42 -0.48
H 1.48 1.45 1.10
*
```

## R
C2HN5O in the gas phase. Source: the Open Molecules 2025 dataset; level of theory: ωB97M-V/def2-TZVPD.

Output
* Kohn-Sham gap: 8.49 eV
* SMILES: O=c1nncnnn1
* HOMO energy: -10.1550 eV
* E_LUMO: -1.67 eV

```
! wB97M-V def2-TZVPD RIJCOSX def2/J DEFGRID3
* xyz 0 1
O 0.66 1.14 -1.47
C -0.23 0.49 -1.15
N -0.16 -0.97 -1.28
N 0.42 -1.30 -0.26
C 0.63 -0.57 0.88
N -0.21 0.21 1.43
N -1.34 0.78 0.76
N -1.28 1.00 -0.48
H 1.52 -0.79 1.57
*
```

## S
C2HN5O in the gas phase. Source: the Open Molecules 2025 dataset; level of theory: ωB97M-V/def2-TZVPD.

Output
* Kohn-Sham gap: 8.14 eV
* SMILES: O=c1ncnnnn1
* HOMO energy: -9.4921 eV
* E_LUMO: -1.35 eV

```
! wB97M-V def2-TZVPD RIJCOSX def2/J DEFGRID3
* xyz 0 1
O 1.47 1.81 -0.23
C 0.45 1.23 -0.13
N -0.22 0.53 -1.16
C -0.35 -0.72 -0.88
N 0.30 -1.48 0.12
N 0.14 -1.22 1.30
N -0.67 0.06 1.57
N -0.43 1.14 1.07
H -0.68 -1.34 -1.67
*
```

Most stable structure, least stable structure: S, Q.

## P
C6H8N2O4 in the gas phase. Source: the Open Molecules 2025 dataset; level of theory: ωB97M-V/def2-TZVPD.

Output
* Kohn-Sham gap: 8.07 eV
* SMILES: [H]/N=C(/OC)On1c(O)ccc1O
* HOMO energy: -7.6084 eV
* E_LUMO: 0.46 eV

```
! wB97M-V def2-TZVPD RIJCOSX def2/J DEFGRID3
* xyz 0 1
H 0.10 -0.88 0.76
N 1.06 -0.50 0.62
C 1.14 -0.08 -0.58
O 2.32 0.35 -1.04
C 3.50 -0.25 -0.27
O 0.13 0.19 -1.54
N -1.10 0.05 -0.94
C -1.85 1.16 -0.58
O -1.41 2.39 -0.82
C -2.97 0.72 0.03
C -2.85 -0.66 0.16
C -1.67 -1.08 -0.40
O -1.01 -2.25 -0.36
H 4.40 0.25 -0.72
H 3.22 -1.32 -0.37
H 3.20 0.11 0.78
H -0.46 2.41 -0.89
H -3.85 1.27 0.34
H -3.58 -1.26 0.77
H -1.62 -3.10 -0.56
*
```

## Q
C6H8N2O4 in the gas phase. Source: the Open Molecules 2025 dataset; level of theory: ωB97M-V/def2-TZVPD.

Output
* Kohn-Sham gap (alpha / beta): 8.83 / 8.83 eV
* SMILES: O=N[C@@]1([N+](=O)[O-])CCCCC1=O
* HOMO energy (alpha / beta): -9.6209 / -9.6203 eV
* E_LUMO (alpha / beta): -0.79 / -0.79 eV

```
! wB97M-V def2-TZVPD RIJCOSX def2/J DEFGRID3
* xyz 0 1
O 0.90 2.89 -0.10
N 1.61 2.01 0.23
C 0.83 0.59 0.43
N 1.42 -0.20 1.60
O 0.62 -0.39 2.48
O 2.60 -0.43 1.52
C -0.68 1.00 0.51
C -1.64 -0.24 0.35
C -0.96 -1.29 -0.59
C 0.04 -0.73 -1.56
C 1.28 -0.18 -0.84
O 2.45 -0.39 -1.06
H -0.94 1.83 -0.09
H -0.91 1.38 1.44
H -2.52 0.21 -0.07
H -2.04 -0.67 1.31
H -1.61 -1.97 -1.29
H -0.53 -2.00 0.13
H -0.35 0.07 -2.14
H 0.42 -1.47 -2.28
*
```

Most stable structure, least stable structure: P, Q.

## P
C9H14N4O4 in the gas phase. Source: the Open Molecules 2025 dataset; level of theory: ωB97M-V/def2-TZVPD.

Output
* Kohn-Sham gap: 11.03 eV
* SMILES: CCOC(=O)Cc1nnn(CC(=O)OCC)n1
* HOMO energy: -10.2265 eV
* E_LUMO: 0.81 eV

```
! wB97M-V def2-TZVPD RIJCOSX def2/J DEFGRID3
* xyz 0 1
C 6.09 1.50 0.38
C 5.29 1.54 -0.92
O 4.32 0.49 -0.96
C 3.16 0.71 -0.34
O 2.88 1.72 0.23
C 2.26 -0.51 -0.47
C 0.85 -0.08 -0.60
N 0.29 0.37 -1.74
N -0.92 0.69 -1.47
N -1.10 0.45 -0.19
C -2.34 0.63 0.48
C -3.13 -0.69 0.51
O -2.74 -1.72 0.04
O -4.29 -0.51 1.14
C -5.16 -1.64 1.24
C -5.97 -1.82 -0.04
N -0.03 -0.04 0.40
H 6.86 2.26 0.36
H 5.43 1.68 1.23
H 6.56 0.52 0.50
H 4.78 2.50 -1.02
H 5.94 1.36 -1.78
H 2.37 -1.11 0.44
H 2.57 -1.09 -1.34
H -2.16 0.96 1.50
H -2.93 1.38 -0.06
H -5.80 -1.42 2.09
H -4.56 -2.53 1.43
H -6.67 -2.65 0.09
H -6.54 -0.91 -0.26
H -5.32 -2.04 -0.87
*
```

## Q
C9H14N4O4 in the gas phase. Source: the Open Molecules 2025 dataset; level of theory: ωB97M-V/def2-TZVPD.

Output
* Kohn-Sham gap: 8.71 eV
* SMILES: N[C@@H](Cc1c[nH]cn1)C(=O)N[C@@H](CO)C(=O)O
* HOMO energy: -8.3477 eV
* E_LUMO: 0.36 eV

```
! wB97M-V def2-TZVPD RIJCOSX def2/J DEFGRID3
* xyz 0 1
N 2.02 1.59 -0.34
C 1.42 0.46 0.21
C 2.42 -0.39 1.18
C 1.66 -1.67 1.41
C 1.13 -2.15 2.61
N 0.06 -2.99 2.23
C 0.27 -3.20 0.93
N 1.19 -2.50 0.33
C 0.18 0.84 1.01
O 0.02 0.72 2.25
N -0.80 1.42 0.38
C -1.17 1.24 -1.11
C -2.26 0.17 -1.52
O -2.35 0.12 -2.97
C -1.76 2.63 -1.64
O -1.72 3.65 -1.00
O -2.30 2.63 -2.86
H 2.49 2.19 0.31
H 2.85 1.41 -0.97
H 1.10 -0.15 -0.80
H 3.32 -0.61 0.54
H 2.64 0.05 2.12
H 1.38 -1.78 3.65
H -0.66 -3.48 2.85
H -0.14 -4.09 0.53
H -1.64 1.43 0.98
H -0.16 1.01 -1.76
H -1.89 -0.79 -1.20
H -3.18 0.47 -0.97
H -1.47 0.06 -3.32
H -2.66 1.70 -3.06
*
```

Most stable structure, least stable structure: P, Q.